The following is a DFT calculation (ωB97M-V with the def2-TZVPD basis set) of a structure of composition C22H25I2N2O7Re in a non-equilibrium geometry.

Lowest unoccupied orbital energy (spin up / spin down) = -5.6 / -5.3 eV
Gap between HOMO and LUMO (spin up / spin down) = 4.181 / 4.440 eV
Spin multiplicity = 2
Charge = +1

```
59
Properties=species:S:1:pos:R:3:nbo_charge:R:1
Re -1.5113 1.0941 2.6160 1.64
I -2.5880 3.6803 3.2315 0.42
I -4.7562 2.8429 0.4163 0.28
O -1.8981 1.5765 0.6728 -0.69
O 1.6267 0.7235 5.0408 -0.49
O -3.1862 -0.0605 2.4324 -0.69
O -0.8766 -1.0219 1.0255 -0.71
O -1.6071 1.0512 -1.4522 -0.60
O -0.2107 1.3891 3.9629 -0.71
O -4.2049 -2.0292 2.5267 -0.55
N 0.7819 0.2843 -2.1893 -0.62
N -1.1107 -1.0498 3.9165 -0.44
C -0.2290 -1.9394 3.1498 -0.26
C -0.7624 -2.2383 1.7510 -0.09
C 2.1729 2.0149 1.3425 -0.24
C 2.5864 0.7576 -0.6603 -0.25
C 3.0413 1.3064 0.5176 -0.16
C 2.5365 1.0600 -3.6432 -0.26
C -0.4233 -0.6085 5.1268 -0.33
C -3.3805 -1.2425 2.9077 0.77
C -4.4538 4.0445 2.1415 -0.69
C -1.1524 1.3712 -0.3646 0.79
C 0.2316 -1.9709 -3.8920 -0.66
C 1.2321 0.8523 -1.0360 0.32
C 0.4848 0.5818 4.7150 0.78
C 3.2444 0.9546 -4.8158 -0.18
C -2.4394 -1.6068 4.1083 -0.36
C 0.3293 1.4686 -0.1347 -0.27
C 1.2561 -0.9351 -4.2306 0.03
C 1.9864 -1.0273 -5.4174 -0.01
C 2.9723 -0.0854 -5.6965 -0.22
C 0.8302 2.0804 1.0131 -0.20
C 1.7334 -2.1383 -6.3861 -0.63
C 1.5316 0.1250 -3.3406 0.13
H -0.0441 -2.8942 1.2454 0.22
H 4.0800 1.2016 0.7961 0.23
H -1.7279 -2.7489 1.7990 0.20
H 0.1716 -1.3977 5.5946 0.24
H -1.1441 -0.2136 5.8482 0.24
H -0.0476 -1.9308 -2.8438 0.21
H 0.7427 -1.4485 3.0500 0.23
H -5.2575 3.8600 2.8468 0.24
H -1.6320 -1.0879 0.4267 0.52
H -4.4112 5.0916 1.8489 0.25
H -2.4225 -2.6962 4.2091 0.24
H -0.0905 -2.8858 3.6864 0.23
H 2.6983 1.8947 -2.9771 0.22
H 2.2625 -1.9633 -7.3189 0.22
H 0.6703 -2.2337 -6.5963 0.22
H 0.6155 -2.9654 -4.1103 0.22
H 0.1790 2.7034 1.6239 0.20
H 3.2555 0.1954 -1.2944 0.24
H 3.5310 -0.1550 -6.6170 0.21
H -2.9105 -1.1671 4.9918 0.24
H -0.2437 0.2602 -2.2715 0.44
H 2.5305 2.4979 2.2395 0.23
H 3.9895 1.6938 -5.0638 0.22
H 2.0815 -3.0850 -5.9726 0.22
H -0.6659 -1.8292 -4.4947 0.22
```